[1]
C8H19FN5 | ωB97M-V/def2-TZVPD

HOMO: -0.475 hartree
Maximum force: 6.64 eV/A
HOMO-LUMO gap: 0.3727 Ha
Total energy: -18760.654 eV

Geometry as ORCA input:
```
! RIJCOSX wB97M-V def2-TZVPD def2/J DEFGRID3
* xyz 1 1
H 1.36945 -0.77099 1.93698
H 0.25525 -3.55514 -0.28038
H -0.99701 0.19845 2.83033
C 0.26907 -1.01604 -0.97681
C 2.17830 1.10745 1.03950
N 0.63110 -1.48207 0.15819
F -1.03319 -2.57444 -2.60973
H 0.56044 2.19104 -0.50522
H -0.33639 -0.11954 -3.35806
C 0.02592 1.25208 -0.25862
H 0.75596 -2.88919 -2.09270
H -1.60684 0.80194 -2.48040
H 0.50049 -3.14603 1.43377
H 2.30488 2.02006 0.43384
H -1.55361 3.46523 -0.13448
H -1.11045 2.92172 1.61518
H -1.01211 -1.67013 2.44518
H -1.87710 1.18999 -0.69911
H -1.78891 -0.51927 1.38030
H 2.83013 0.35528 0.69394
H 1.92396 -3.16395 0.09611
N -1.32170 1.43707 0.17693
N 0.72220 0.82999 0.92464
N -0.03314 0.15579 -1.29130
C -1.64197 2.74366 0.66710
C -0.50142 0.65378 -2.63315
H 2.43040 1.37382 2.06605
C -0.93110 -0.62797 2.09816
C 0.51427 -0.49215 1.30226
H -0.00279 1.65781 -3.02675
H -2.61458 2.60774 1.09507
C 0.82752 -2.86461 0.38810
N 0.26298 -2.07137 -2.43492
*
```

Need the Mulliken charges? In units of e they are: H 0.561; H 0.432; H 0.344; C 0.900; C -1.024; N 0.110; F -0.144; H 0.484; H 0.421; C -0.654; H 0.383; H 0.357; H 0.338; H 0.351; H 0.381; H 0.342; H 0.376; H 0.225; H 0.298; H 0.400; H 0.378; N 0.032; N 0.140; N -0.007; C -1.141; C -0.882; H 0.343; C -1.017; C -0.754; H 0.262; H 0.408; C -1.217; N -0.424



[2]
CH21O16P2 | ωB97M-V/def2-TZVPD

HOMO (alpha / beta): 0.004 / 0.004 hartree
Maximum force: 6.66 eV/A
HOMO-LUMO gap (alpha / beta): 0.1218 / 0.1220 Ha
Total energy: -52715.446 eV

Geometry as ORCA input:
```
! RIJCOSX wB97M-V def2-TZVPD def2/J DEFGRID3
* xyz -2 2
H -4.35164 -0.91533 0.18679
O -3.49692 -1.21952 0.49199
O -0.94492 -1.08048 -1.65098
O 1.84529 -3.38223 0.16661
H 0.29059 3.64586 1.64012
O -0.63210 -3.59431 -0.41834
H -1.21500 -3.10651 2.45447
H -1.59850 3.43065 -1.08050
P 2.24321 -1.99044 0.71728
O -0.38359 -3.53445 2.23712
H 0.34266 3.16995 3.11998
H 0.31156 -3.54232 -0.26660
O 1.35362 2.49920 -1.92385
O 3.02811 2.83513 -0.09755
H -0.07460 -3.87130 3.08131
O 2.64660 -0.84169 -0.24045
H -2.38915 -1.82419 -3.00297
H -1.43067 -0.60995 -3.59935
O 0.50663 3.91419 2.53618
O 3.26750 -2.02388 1.86925
H -0.82964 -2.83339 -0.96443
H -2.95017 -1.22667 -0.29366
O 0.71301 2.47954 0.62759
P 1.52913 3.11417 -0.47024
O -0.34743 0.22447 0.73318
H -2.62566 -0.12211 -2.54559
H 2.01796 -0.41058 -1.59303
O 1.03558 -1.64047 1.62338
O 1.52431 4.68169 -0.47705
H -0.84488 2.93961 0.13722
H 0.11463 1.06314 0.80201
H -0.49291 -0.16470 -0.13226
O -1.72325 3.16458 -0.16952
H 0.22801 -2.86065 1.93128
O 1.50698 0.08253 -2.23905
H 1.45756 4.04072 2.49974
C -1.88979 -0.91804 -2.65999
H 1.56291 1.02724 -2.07788
H 0.57370 -0.11623 -2.13376
H 0.12131 -0.48326 1.18150
*
```

Need the Mulliken charges? In units of e they are: H 0.264; O -0.658; O -0.773; O -0.912; H 0.447; O -0.817; H 0.374; H 0.323; P 0.589; O -0.292; H 0.440; H 0.380; O -0.883; O -0.435; H 0.445; O -0.713; H 0.354; H 0.270; O -0.337; O -0.959; H 0.383; H 0.348; O -0.992; P 0.756; O -0.056; H 0.345; H 0.500; O -0.891; O -0.715; H 0.547; H 0.411; H 0.363; O -0.705; H 0.370; O -0.344; H 0.430; C -1.111; H 0.518; H 0.238; H 0.496



[3]
C5H9NO | ωB97M-V/def2-TZVPD

HOMO: -0.308 hartree
Maximum force: 2.05 eV/A
HOMO-LUMO gap: 0.3392 Ha
Total energy: -8867.800 eV

Geometry as ORCA input:
```
! RIJCOSX wB97M-V def2-TZVPD def2/J DEFGRID3
* xyz 0 1
H 0.89286 1.44134 -0.88426
H -0.44946 0.54547 2.70220
C -1.34417 -0.48504 -0.04714
H 1.86766 -0.70397 0.13909
C 0.22889 0.68479 1.86201
H -2.16268 0.21986 -0.11498
C -1.03261 -1.32393 -1.06174
N 0.29692 -1.67071 -0.95724
H 0.35068 1.71277 1.52363
H -0.05338 2.14534 -1.83360
H -1.63513 -1.57477 -1.91844
C 0.82414 -0.99637 0.12119
H 0.74577 -2.38953 -1.48931
H 1.20052 0.35870 2.23764
C -0.14638 -0.22634 0.73736
O 0.41636 2.26239 -1.01643
*
```

Need the Mulliken charges? In units of e they are: H 0.320; H 0.327; C -0.612; H 0.362; C -1.123; H 0.323; C -0.409; N -0.044; H 0.280; H 0.307; H 0.414; C -0.539; H 0.179; H 0.329; C 0.515; O -0.628



[4]
C32H80NO14PS2 | ωB97M-V/def2-TZVPD

HOMO: -0.290 hartree
Maximum force: 3.67 eV/A
HOMO-LUMO gap: 0.2459 Ha
Total energy: -95587.316 eV

Geometry as ORCA input:
```
! RIJCOSX wB97M-V def2-TZVPD def2/J DEFGRID3
* xyz 0 1
H 1.78390 -4.43866 -2.00617
H -1.92352 6.34805 -4.27573
H 0.91107 -3.59868 -0.06334
H -6.57807 5.61572 -0.75836
O 2.89554 -2.54827 -5.24311
C -1.90198 0.34203 -0.64586
O -1.85464 -1.41469 -2.97358
H 3.07896 -0.57680 -4.61888
O -5.90212 -2.41829 2.21198
C 0.99840 -2.52942 -0.27158
O 6.38312 -3.94619 3.87630
H -6.48400 5.50590 2.07156
C -4.46042 2.41022 -0.06578
O 2.54055 -6.77520 -2.96044
H 1.96254 1.21160 -1.59241
C 6.07989 -0.65629 1.96604
C -1.22494 1.20006 -1.73304
C -1.04039 4.73156 -3.64802
H 6.41382 -1.55444 2.49261
H -8.75290 1.85507 0.39802
H -0.67471 3.80856 -4.09263
H -0.32218 2.17627 -0.07261
H -4.06365 2.30981 -4.75979
H -4.87084 -4.19516 1.91329
H -3.42348 -3.53741 -2.98726
H -6.56161 6.98743 1.09322
C 4.55420 -0.59630 2.19131
H 4.74480 1.48791 1.78396
H 6.60212 0.19835 2.38483
H -4.00331 -2.95430 2.86171
H 10.55681 -1.03736 2.11420
H 6.29519 -0.82983 0.90919
C 6.63266 -4.77973 2.75361
C 9.81717 -0.45678 1.55644
H 5.90348 -5.59396 2.71415
H 8.40836 -1.62983 5.22964
H 2.24228 -7.69554 -4.79717
C -3.87306 0.49419 2.22297
C -5.33253 -1.37089 -1.18565
H -5.36741 -3.83744 3.58100
H -0.20797 5.25659 -3.17184
S 1.41448 -1.78402 1.34655
H 0.28533 2.81388 -1.58908
C -2.77441 -1.51650 -2.23450
H 3.24294 1.12909 2.57408
H 2.64643 -2.97184 3.14462
H -5.54843 -2.04192 1.39922
H 7.11777 0.88963 5.12318
C -9.25433 0.94782 0.74659
H 7.63097 -5.19981 2.85585
O -2.18580 1.45922 -4.53839
H -8.56831 0.35821 1.35921
C 1.18120 0.90846 -0.89205
C -6.84400 5.93718 1.13979
C 8.05310 -0.71621 5.69971
H 1.77215 -1.75843 -2.12907
H 2.08364 -2.35014 -5.72198
H 10.28839 0.43322 1.13019
N 1.77456 0.90873 0.45687
O -1.60266 5.53611 -4.68179
H 3.37110 -4.15469 -1.14587
H -1.80484 4.49370 -2.90302
P -4.82557 0.72793 0.66144
C 3.64560 -1.34027 -5.15881
H 7.33507 -0.97279 6.48224
H -4.14089 -0.42245 2.74637
C 3.24144 0.79471 0.42466
H -5.38366 2.98780 -0.18754
H 9.01654 -0.15450 2.22742
C 0.00637 1.89215 -1.07895
H 5.49447 -3.58334 3.77081
C -7.10669 10.05066 1.82098
C -3.70990 -2.65744 -2.42894
H 1.40234 -2.72483 5.07341
C 2.13301 -6.71633 -4.32369
H 4.13078 -1.44816 1.66160
C 2.48880 -2.61180 5.04608
H -2.18373 1.00489 0.16486
C -3.02154 -0.51410 -1.14610
H 0.87958 -0.10254 -1.18538
H -6.38441 9.55580 2.46582
O 9.25761 -1.25555 0.51587
H 8.90089 -0.18423 6.14001
H -3.28846 1.75455 -6.27280
H -0.92955 0.63013 -2.60685
C 1.14137 -0.00080 1.33310
C 2.14620 -2.39620 -1.32823
H 3.46760 -7.03537 -2.94844
C 3.92934 0.76079 1.80865
O -6.46489 -1.12713 -1.01128
O -7.49785 9.13161 0.80460
H -1.13520 -0.34048 -0.25969
H -4.13065 1.34205 2.86205
H -7.97211 10.35048 2.41663
H -6.64339 10.93505 1.37712
H -2.69870 3.21699 -5.45174
H -2.78260 0.51145 2.12323
C -3.11717 2.22441 -5.30092
C -4.98031 -3.40513 2.66159
H 2.98786 -1.95618 -0.79926
H -3.69029 2.92194 0.51597
H 4.56606 -1.54936 -4.61871
H 6.58277 -4.19828 1.82796
H 2.74320 -1.55122 4.96383
C -4.90665 -2.58944 -1.92011
C -4.25174 -0.45074 -0.66390
H -2.56652 0.58324 -4.41018
H 9.97736 -1.51522 -0.06840
H 2.72734 -5.97735 -4.86730
O -6.24990 5.22058 0.05627
H -8.13677 9.58004 0.24046
O -9.69411 0.17595 -0.36562
H 3.59283 1.69258 -0.08997
C 2.62518 -3.77119 -1.84300
H -4.05025 2.26881 -1.06982
H 2.91376 -3.01107 5.96422
H -1.86612 2.01974 -2.05459
H -7.93191 5.84706 1.09732
H 3.15657 -3.57437 -2.77561
O 3.03318 -3.33833 3.95047
H -5.58147 -3.42155 -2.06578
H 4.38738 -0.74040 3.26295
H -8.91035 -0.05928 -0.87530
H 3.89234 -0.97407 -6.15835
H 3.62216 -0.05652 -0.16213
H 1.08650 -6.42187 -4.35221
H -10.12397 1.22187 1.34052
H 0.02845 -2.21141 -0.65386
S 0.12631 0.58437 2.45401
O 7.43064 0.08397 4.69800
*
```

Mulliken atomic charge list, values in e, 99 entries: H 0.430; H 0.298; H 0.663; H 0.247; O -0.452; C 1.136; O -0.498; H 0.183; O -0.475; C -0.249; O -0.454; H 0.283; C -0.711; O -0.486; H 0.592; C -1.490; C -0.428; C -0.517; H 0.245; H 0.138; H 0.201; H 0.376; H 0.265; H 0.236; H 0.490; H 0.110; C 1.007; H 0.444; H 0.353; H 0.234; H 0.261; H 0.330; C -0.583; C -0.328; H 0.262; H 0.210; H 0.306; C -0.862; C -0.299; H 0.249; H 0.357; S -0.165; H 0.239; C 0.158; H 0.447; H 0.233; H 0.210; H 0.245; C -0.341; H 0.241; O -0.294; H 0.144; C 0.164; C -0.452; C -0.618; H 0.380; H 0.277; H 0.277; N 0.164; O -0.554; H 0.314; H 0.242; P 0.657; C -0.541; H 0.276; H 0.325; C -0.593; H 0.294; H 0.021; C -1.183; H 0.252; C -0.526; C -0.898; H 0.226; C -0.549; H 0.027; C -0.518; H 0.097; C 0.011; H -0.492; H 0.224; O -0.481; H 0.289; H 0.290; H 0.498; C 0.221; C 0.450; H 0.281; C -1.383; O -0.384; O -0.475; H -0.909; H 0.374; H 0.258; H 0.264; H 0.191; H 0.041; C -0.652; C -0.557



[5]
C67H65BF15GaIO6 | ωB97M-V/def2-TZVPD

HOMO: -0.184 hartree
Maximum force: 5.96 eV/A
HOMO-LUMO gap: 0.2414 Ha
Total energy: -184731.013 eV

Geometry as ORCA input:
```
! RIJCOSX wB97M-V def2-TZVPD def2/J DEFGRID3
* xyz -1 1
C -7.35650 -3.41201 -6.13575
H -8.07863 -0.00878 7.27042
H 0.01966 8.21875 0.33079
H 3.61459 -2.41155 1.17422
C -6.27931 -6.74953 2.88689
C -4.01599 -3.42618 1.66679
H -5.35763 -5.07051 -8.30406
H 15.78225 1.98117 1.23507
C -7.65818 0.66956 6.53689
H 11.59164 -1.70868 -3.34153
H 3.69781 -4.55347 2.44218
H -8.82292 -2.55823 1.01442
H 1.89061 4.30618 1.40841
C 3.86966 8.30486 -0.06160
H 3.85196 0.61680 2.41213
C -6.43949 0.99761 4.47733
H -4.64027 -1.39207 2.31197
C 5.75540 -2.22524 1.06519
C 11.97723 -0.69481 -5.20685
C 4.61058 -4.04685 2.15108
H -3.04751 -3.86684 1.21392
H 1.10562 10.10147 -0.88480
C 1.87548 0.45963 1.60368
H 9.90207 2.26870 1.17356
C -7.05519 -6.44163 3.99351
C 10.60812 0.18806 -3.44818
C -7.02706 -2.11692 -8.12714
C 10.93463 1.46959 -5.44809
F 1.87255 -0.88118 1.67252
C 2.99522 1.15878 2.02728
C 0.76458 2.50981 1.04528
H -4.90295 -4.10060 3.71644
H -9.84568 1.42797 -2.33052
C 3.25958 7.26352 0.63042
C -4.08778 -1.81672 1.38314
H -7.95629 -0.93883 1.07151
C 6.75580 3.51396 1.16327
H -2.98554 -0.73966 -3.72514
F 1.29077 6.24244 1.42423
C 0.76091 1.12011 1.11042
H 8.39941 3.73326 2.51751
C -9.69465 0.29185 -0.70512
I -2.08343 -0.96702 1.32417
C -7.29840 -7.38205 4.98296
H -5.33356 -1.79152 -3.53089
C -5.81154 0.56038 -0.50404
F 5.94743 4.29684 1.89634
H -7.28932 -2.68973 -1.42717
C 10.36043 1.33365 -4.18838
H 3.87648 3.10473 2.27301
C -7.03039 -2.52133 -0.32485
H 3.84784 6.46464 1.06776
O -6.26367 0.86947 -1.66530
C 4.56959 -2.85270 1.43836
C 3.00264 2.54810 1.95159
C 8.42247 1.90149 -0.34650
C -4.74201 2.90727 0.36726
F 13.66950 -0.88954 -2.54335
F -5.33485 1.06860 1.84062
C 7.12038 2.14762 -0.77401
F -4.79040 3.35038 -2.13968
H 3.57055 10.14020 -1.14179
F -7.90645 -3.54939 -4.92195
C -5.77242 1.71996 0.61548
H 12.18515 0.55841 -6.94210
C 5.83786 -4.59402 2.49205
F -3.38523 2.45748 0.19936
C 8.05190 3.27994 1.59623
C -7.78314 2.04769 6.68235
H -2.65296 0.18228 -2.12277
C -3.91521 -3.73006 3.27143
C -5.05116 3.90341 -0.83810
H -6.15768 3.03868 3.86720
C 1.09691 8.25688 0.21842
H -5.91454 0.57343 3.63044
H -10.18421 0.66915 0.27378
H -6.85626 4.85424 1.13709
C 14.21590 -0.14812 -1.56671
H 5.26059 3.14816 -0.32614
C -6.98547 0.15915 5.43684
C -9.41660 -1.28621 -0.71511
H -7.90569 -7.11382 5.83974
H -6.37110 -5.30995 -6.04092
C 16.09731 0.39489 -0.18285
C -6.75803 -8.65839 4.86031
C 6.98336 -2.78694 1.40781
H 12.43063 0.99532 -1.26728
C 7.02478 -3.97549 2.13011
H -8.30082 2.45805 7.54314
F 10.05817 0.05864 -2.22790
H 7.97058 -4.42327 2.41284
C -6.48946 4.60741 -0.81948
H 5.72396 -1.29543 0.50537
O -6.92083 5.39196 0.31153
H 9.07684 1.26948 -0.93787
F -6.86090 -1.16903 5.29929
C -6.57426 2.37463 4.61767
H 16.10106 -1.15571 -1.68498
C 14.01938 1.59930 0.06416
C -5.73028 -8.02214 2.77011
H -5.11442 -8.26978 1.91186
C -5.97183 -8.97625 3.75497
H -4.92741 -3.96311 1.19357
C 15.34139 1.38068 0.44551
F 5.87823 -5.74375 3.18503
H 4.94834 8.32168 -0.17638
C -7.60329 -2.26164 -6.86916
C 11.41209 -0.82612 -3.94281
O -2.68379 -1.94774 -2.00693
C -8.29093 -1.76699 0.34965
C 1.88573 3.22263 1.46313
H -10.42458 -1.79377 -0.44256
H -7.20704 -1.21647 -8.70521
C 13.45502 0.83414 -0.95147
C 1.87931 7.24955 0.76098
C -5.98366 -4.28220 -7.89941
C -6.55058 -4.42278 -6.63684
H -0.10629 3.03672 0.66887
O -10.42758 0.75211 -1.89942
F -7.57983 -5.21352 4.10930
C -7.24334 2.89903 5.72066
H 17.12801 0.22864 0.11254
F -4.09084 4.98692 -0.72046
H -9.14194 -1.64434 -1.77177
H -0.10073 0.54919 0.78066
C -6.22026 -3.12760 -8.64236
H -8.67694 0.83972 -0.75715
H -6.94841 -9.40427 5.62494
C -2.35834 -0.74194 -2.74923
H -3.09601 -4.49353 3.51542
H -6.10872 -5.99739 2.12526
C 3.09332 9.32571 -0.60572
C 1.70847 9.30358 -0.46392
H 6.76020 1.71162 -1.70015
H -7.34505 3.97420 5.83262
O -4.86445 -2.53990 -3.09680
C 8.88835 2.46469 0.83985
H -5.77374 -3.01684 -9.62574
O -7.32616 4.53646 -1.76168
C 15.53019 -0.37807 -1.19101
H 9.72346 2.10964 -3.77936
H -1.24522 -0.72348 -3.01004
H 7.90624 -2.29844 1.11276
H 12.60218 -1.48624 -5.60679
C 11.74012 0.45477 -5.95740
H -5.54694 -9.97099 3.66221
H -6.82939 -3.56362 0.12798
Ga -5.26055 -1.42408 -0.26319
H 10.75421 2.36604 -6.03202
F -4.71375 3.70703 1.57879
H -8.24110 -1.48889 -6.45605
H -3.65029 -2.75643 3.82458
H 13.43059 2.36538 0.55759
C 6.27991 2.95364 -0.01263
F -7.12343 2.12143 0.87344
B -4.13337 -2.01370 -1.95490
*
```

Mulliken atomic charge list, values in e, 99 entries: C 0.317; H 0.422; H 0.433; H 0.392; C 0.134; C 0.181; H 0.353; H 0.362; C -0.500; H 0.313; H 0.428; H 0.359; H 0.509; C -0.466; H 0.491; C -0.010; H -0.040; C -0.611; C -0.471; C -0.443; H 0.355; H 0.355; C 0.280; H 0.439; C 0.099; C 0.406; C -0.368; C -0.410; F -0.263; C -0.387; C -0.986; H 0.106; H 0.333; C -0.245; C 0.022; H 0.054; C 0.187; H 0.175; F -0.324; C -0.536; H 0.416; C 0.352; I 0.159; C -0.479; H 0.255; C 0.500; F -0.328; H 0.197; C -0.357; H 0.491; C -0.126; H 0.507; O -0.686; C -0.310; C -0.519; C -0.373; C 0.167; F -0.175; F -0.234; C -0.746; F -0.224; H 0.353; F -0.324; C 1.039; H 0.367; C 0.316; F -0.178; C -0.453; C -0.375; H 0.059; C -0.807; C 1.062; H 0.391; C -0.395; H 0.555; H 0.219; H 0.401; C 0.262; H 0.515; C 0.039; C -0.450; H 0.412; H 0.396; C -0.458; C -0.397; C -0.343; H 0.355; C -0.437; H 0.349; F -0.290; H 0.393; C 0.154; H 0.521; O -0.481; H 0.602; F -0.234; C -0.401; H 0.404; C -0.523



[6]
C3H8N2O2S | ωB97M-V/def2-TZVPD

HOMO: -0.355 hartree
Maximum force: 6.35 eV/A
HOMO-LUMO gap: 0.3797 Ha
Total energy: -21147.495 eV

Geometry as ORCA input:
```
! RIJCOSX wB97M-V def2-TZVPD def2/J DEFGRID3
* xyz 0 1
O 1.19135 -1.38977 -0.87540
C -2.50715 -1.20185 0.25076
H 3.21479 -0.20610 -0.76657
N 2.42993 0.06465 0.82983
O 0.29454 0.79324 -0.21683
H -1.18428 0.95430 1.19336
C -1.77951 -0.33768 -0.42184
H -1.49794 1.80777 -0.38636
H -3.04530 -1.98181 -0.10834
N 3.04540 0.67416 -0.33957
C -0.98643 0.90948 0.10428
H 2.32678 1.17215 -0.83296
H -2.84327 -0.89304 1.23155
S 0.89673 -0.62467 0.31258
H 2.03432 0.86059 1.45770
H -1.58994 -0.60144 -1.43220
*
```

Need the Mulliken charges? In units of e they are: O -0.537; C -0.643; H 0.313; N -0.416; O -0.283; H 0.308; C -0.375; H 0.233; H 0.354; N -0.541; C -0.357; H 0.356; H 0.224; S 0.690; H 0.303; H 0.371